w) The following is a quantum chemistry calculation of a molecular structure, C11H14N2, from OMol25.

```
27
Properties=species:S:1:pos:R:3:lowdin_charge:R:1
C 0.39583 0.57966 -3.41720 -0.06
C -0.93720 0.41499 -1.31697 -0.16
C -1.04776 -0.22895 -0.08840 -0.12
C -2.58822 -0.17417 0.41989 -0.18
C -2.70477 0.59144 1.70447 -0.35
C 0.30955 -0.27698 0.26557 -0.16
C 0.88340 -0.50639 1.49223 -0.05
C 2.21912 -0.64857 1.43519 -0.17
C 2.98539 -0.38981 0.33243 -0.12
C 2.34159 -0.29870 -0.88000 -0.04
C 0.94268 -0.12132 -1.00647 -0.24
H 1.67752 0.05217 -3.34266 0.16
H -0.40967 -0.11676 -4.28779 0.16
H 0.29602 1.97691 -3.67550 0.17
H -1.69112 0.79265 -2.10939 0.14
H -3.19445 -1.34118 0.53696 0.16
H -3.11449 0.67652 -0.54180 0.18
H -3.82377 0.38365 2.14203 0.14
H -2.51943 1.54611 1.26735 0.08
H -1.66486 1.07253 3.22948 0.03
H -2.41681 -0.50215 3.44774 0.15
H 0.29949 -1.05286 2.25131 0.11
H 2.81216 -0.77974 2.27631 0.07
H 4.12825 -0.29756 0.81525 0.17
H 3.12649 -0.04554 -1.61381 0.10
N 0.20329 0.40415 -1.94877 -0.18
N -1.67515 0.16557 2.80022 -0.02
```

Properties
Highest occupied orbital energy: -7.5 eV
E_LUMO: 0.542 eV
Frontier orbital gap: 8.044 eV


x) The following is a quantum chemistry calculation of 2 unconnected molecules or ions with the total composition C11H14N2, from OMol25.

```
27
Properties=species:S:1:pos:R:3:lowdin_charge:R:1
C -2.59262 -1.90067 -0.99031 -0.04
C -1.26577 -2.57788 -1.03803 -0.36
C -0.14081 -2.26219 -0.33828 -0.09
N 0.80006 -3.19734 -0.69394 0.04
C 0.18464 -4.08002 -1.52313 -0.21
N -1.03746 -3.71233 -1.79235 0.09
H -3.27161 -2.47094 -0.35360 0.08
H -3.04057 -1.77365 -1.97034 0.07
H -2.46318 -0.93272 -0.51009 0.07
H -0.08695 -1.57566 0.49159 0.10
H 1.59275 -3.44753 -0.12711 0.14
H 0.58337 -5.05735 -1.74999 0.11
C -0.08881 3.16268 -1.08730 -0.04
C 0.14075 2.36066 0.17538 -0.27
C 0.71499 1.08690 0.16132 -0.08
C 1.55566 0.67905 1.18311 -0.10
C 1.75132 1.47986 2.30478 -0.10
C 0.92079 2.58057 2.46927 -0.09
C 0.12475 3.01092 1.40944 -0.06
H -0.89647 2.75596 -1.70438 0.08
H 0.79444 3.00379 -1.70993 0.08
H -0.19902 4.21607 -0.85715 0.07
H 0.64824 0.52589 -0.76204 0.11
H 2.13093 -0.23236 1.08702 0.10
H 2.58590 1.27981 2.96367 0.10
H 1.01116 3.16768 3.37556 0.10
H -0.45649 3.91084 1.58683 0.11
```

Properties
Highest occupied orbital energy: -8.6 eV
E_LUMO: 0.811 eV
Frontier orbital gap: 9.367 eV


The energy of each structure relative to the most stable one, in kJ/mol, is as follows: w) 907.7; x) 0.0.


w) The following is a quantum chemistry calculation of a molecular structure, C2H6FN, from OMol25.

```
10
Properties=species:S:1:pos:R:3:lowdin_charge:R:1
C -0.31006 0.28302 0.36274 -0.40
C 0.97460 0.25125 -0.34842 -0.29
H -0.85710 -1.53440 0.39134 0.12
H -2.36188 -0.46486 -0.29143 0.20
H 0.08342 0.06235 1.47038 0.15
H -0.54234 1.38171 0.29006 0.13
H 1.57680 1.17095 -0.28428 0.12
H 0.71508 0.28882 -1.38184 0.10
N -1.10423 -0.68263 -0.28627 -0.07
F 1.82573 -0.75621 0.07772 -0.05
```

Properties
Highest occupied orbital energy: -9.6 eV
E_LUMO: 0.881 eV
Frontier orbital gap: 10.476 eV


x) The following is a quantum chemistry calculation of 2 unconnected molecules or ions with the total composition C2H6FN, from OMol25.

```
10
Properties=species:S:1:pos:R:3:lowdin_charge:R:1
C -0.52992 -0.18740 1.05993 -0.15
C 0.56873 -0.14347 -0.99656 -0.17
N -0.71345 0.05010 -0.32630 -0.01
F -0.59491 1.92372 -0.23649 -0.28
H -0.84716 0.66035 1.50373 0.04
H -1.13578 -1.00612 1.39895 0.08
H 0.52807 -0.55528 1.44240 0.13
H 0.46558 0.43184 -2.02553 0.11
H 1.57236 0.10178 -0.41768 0.11
H 0.68648 -1.27552 -1.40245 0.13
```

Properties
Highest occupied orbital energy: -11.1 eV
E_LUMO: -1.066 eV
Frontier orbital gap: 9.988 eV


The energy of each structure relative to the most stable one, in kJ/mol, is as follows: w) 0.0; x) 191.1.


w) The following is a quantum chemistry calculation of 3 unconnected molecules or ions with the total composition C3H7ClN, from OMol25.

```
12
Properties=species:S:1:pos:R:3:lowdin_charge:R:1
C 0.81703 0.49265 0.90413 -0.04
C -0.59605 -0.05380 -1.21493 -0.07
C 0.15448 0.80711 -0.26048 -0.66
N -0.47356 -1.32561 -1.37729 0.23
Cl 0.26807 2.35020 -1.03796 0.75
H 1.00072 -0.55572 1.16263 0.08
H 1.32034 1.20098 1.61151 0.11
H -1.16620 0.39310 -2.01479 0.13
H -0.14810 0.35842 2.31101 0.02
H -0.39881 0.16116 3.09897 0.14
H 0.16550 -2.01045 -1.04508 0.15
H -0.94342 -1.81803 -2.13771 0.16
```

Properties
Highest occupied orbital energy: -14.2 eV
Charge: +1
E_LUMO: -6.089 eV
Frontier orbital gap: 8.087 eV


x) The following is a quantum chemistry calculation of a gas-phase ion, C3H7ClN (charge +1), from OMol25.

```
12
Properties=species:S:1:pos:R:3:lowdin_charge:R:1
N 0.14428 1.54032 -1.28496 0.10
C -0.21141 0.10670 -1.00888 -0.06
C -0.08615 -0.34921 0.36785 0.00
C -0.24500 -1.67556 1.50340 -0.52
Cl 1.29036 -1.74907 2.36419 0.60
H 0.08769 2.15991 -0.40620 0.19
H -0.56758 2.04954 -1.90186 0.20
H 1.10391 1.94810 -1.47457 0.19
H -0.21540 -0.38635 -2.01702 0.13
H 0.17826 0.45416 0.95643 0.03
H -1.16889 -1.54164 2.08081 0.08
H -0.31005 -2.55689 0.82081 0.07
```

Properties
Highest occupied orbital energy: -14.5 eV
Charge: +1
E_LUMO: -4.097 eV
Frontier orbital gap: 10.434 eV


The energy of each structure relative to the most stable one, in kJ/mol, is as follows: w) 10.9; x) 0.0.